Formula: C27H56N5O18
Source: the Open Molecules 2025 dataset
Level of theory: the ωB97M-V functional and the def2-TZVPD basis

The charge is +1. The gap between HOMO and LUMO is 9.909 eV. The molecular weight is 738.76 g/mol. The largest force on an atom is 1.3 eV/Å. For the HOMO energy, the calculation gives -12.279 eV. The LUMO energy is -2.370 eV.

Structure (XYZ):
```
106
Properties=species:S:1:pos:R:3:forces:R:3:mulliken_charge:R:1
C -0.032 -6.895 -7.425 -0.021 -0.049 0.030 0.823
N 0.539 0.986 1.968 0.170 0.214 -0.110 -0.537
H -0.855 0.086 4.033 0.094 0.078 0.075 0.018
O -1.304 -7.243 -7.237 0.022 0.013 -0.054 -0.329
H -0.450 -3.026 -4.591 -0.066 -0.003 -0.011 0.192
H -1.799 4.910 3.576 0.026 -0.011 0.017 0.166
H -3.093 4.718 4.787 0.001 0.025 0.041 0.335
O 7.250 -0.458 1.678 0.009 0.017 -0.021 -0.549
C -1.068 9.459 3.192 0.052 -0.013 0.024 -0.676
H -2.696 1.417 -7.887 0.013 0.015 0.018 0.303
H -0.395 4.953 9.141 -0.025 0.002 -0.009 0.303
C -3.332 9.461 2.670 -0.015 -0.041 0.019 0.733
O 0.421 -5.786 -7.291 0.021 0.035 0.024 -0.557
H -3.217 -1.446 1.055 0.149 0.051 -0.038 0.423
H 0.618 1.279 -3.991 -0.042 0.042 -0.051 0.279
C -1.620 -0.020 1.329 -0.310 -0.362 0.535 -0.593
C -0.682 -3.700 -3.771 0.146 0.070 -0.148 -0.378
H 1.014 2.018 3.695 0.003 -0.118 -0.128 0.548
H -3.804 -7.149 -2.452 0.015 0.012 0.017 0.308
C -2.507 -4.942 -3.044 0.005 0.003 -0.034 0.855
C -1.337 4.538 6.732 0.043 -0.029 -0.011 0.749
C -3.185 1.017 -7.002 -0.058 -0.004 -0.033 -0.648
H 4.297 0.674 -0.762 -0.183 0.047 -0.135 0.512
H 1.288 -0.367 -4.165 0.016 -0.005 -0.026 0.166
H -5.480 9.786 1.205 0.014 0.018 0.013 0.299
C -1.192 0.810 -5.827 0.014 -0.030 0.002 0.668
N 0.071 -2.372 1.141 -0.400 0.096 -1.243 -0.065
H 1.424 0.805 -5.501 -0.008 0.035 0.010 0.354
O -3.307 10.639 2.437 0.002 0.031 -0.011 -0.539
H -3.149 -6.584 -6.747 0.023 -0.039 -0.022 0.235
O -2.229 5.158 7.242 -0.023 0.016 0.015 -0.528
H 0.067 -2.070 4.176 0.080 0.066 0.059 0.136
H -1.694 -3.451 0.913 0.062 0.096 0.144 0.488
H 0.064 1.840 1.708 -0.142 -0.141 0.040 0.264
H -4.444 -5.800 -1.485 0.021 -0.007 0.005 0.289
O -0.429 -0.080 -5.176 -0.046 -0.014 0.049 -0.176
C -4.369 -6.220 -2.486 -0.055 -0.037 -0.001 -0.665
C -0.480 3.923 8.801 0.035 -0.022 0.051 -0.644
C -2.166 -6.151 -6.902 -0.102 0.015 0.076 -0.280
C -2.157 -1.350 0.802 -0.194 0.048 -0.161 -0.519
N -0.177 -0.140 1.569 0.423 0.050 -0.650 0.759
H -6.371 8.577 2.169 0.018 -0.009 0.007 0.210
C 0.734 -1.303 4.580 0.014 0.013 -0.155 -0.772
H 0.877 -1.510 5.643 -0.075 -0.014 -0.149 0.367
H -0.023 -4.566 -3.804 0.004 0.000 0.045 0.347
C 4.775 -1.198 2.019 -0.136 -0.074 0.036 -0.486
H 3.855 -1.704 2.308 0.032 -0.030 0.027 0.199
C 3.456 0.013 -1.001 0.214 0.140 -0.085 -0.525
H 9.405 -0.576 3.243 -0.014 0.004 -0.022 0.300
O 7.935 -2.046 3.132 -0.016 -0.005 0.007 -0.337
H -1.175 10.243 3.938 -0.014 0.017 -0.023 0.333
H -1.571 -2.630 2.468 0.097 0.141 -0.078 0.255
H 2.055 0.635 3.379 -0.146 0.031 0.021 0.104
H -2.098 -1.390 -0.293 0.100 0.007 0.145 0.248
O -2.278 0.185 -6.263 0.011 -0.009 0.017 -0.260
O 0.653 -7.980 -7.775 -0.015 0.006 0.001 -0.331
H 2.456 -8.719 -8.290 -0.020 -0.001 0.003 0.217
N 3.561 -0.998 -1.748 0.079 0.005 0.222 -0.551
H -0.565 -3.181 -2.820 -0.020 -0.028 0.035 0.006
H 9.893 -2.260 3.573 -0.021 -0.006 0.002 0.219
H 0.391 -3.039 0.447 0.042 -0.066 0.175 0.341
H -1.816 0.789 0.614 0.093 -0.035 0.102 0.381
H -1.828 -5.661 -5.991 0.006 0.030 -0.027 -0.054
C 2.045 -7.752 -8.018 0.047 -0.037 -0.018 -0.623
H 4.918 -1.270 0.942 0.003 0.024 -0.002 0.267
O -4.399 8.667 2.588 0.012 -0.007 -0.002 -0.292
C 0.504 -1.111 0.887 -0.517 -0.115 0.689 -0.448
H 1.996 -1.745 -0.293 0.012 0.043 -0.027 0.342
C -5.601 9.341 2.191 -0.061 -0.017 -0.008 -0.636
H 9.582 -1.729 1.898 -0.016 0.020 -0.003 0.302
O -0.385 3.859 7.370 -0.004 -0.015 -0.012 -0.300
H -2.093 0.233 2.284 0.053 0.034 -0.169 0.335
H 4.730 -0.149 2.313 0.032 0.011 -0.033 0.332
H -1.425 3.505 9.139 -0.010 0.023 -0.009 0.302
C 9.292 -1.615 2.941 0.064 -0.014 0.019 -0.623
C -1.386 -2.520 1.396 0.007 -0.253 0.261 -0.823
C 0.799 0.456 -4.682 0.088 -0.090 0.051 -0.643
H -5.359 -6.396 -2.896 0.011 0.011 -0.010 0.233
O -3.744 -5.287 -3.377 0.042 0.018 -0.018 -0.336
H 0.351 3.333 9.176 0.002 0.001 -0.022 0.211
C 0.190 0.123 4.352 0.168 0.029 0.226 -0.056
H -3.542 1.835 -6.380 0.024 0.010 -0.005 0.296
O -1.131 4.408 5.417 0.012 -0.051 -0.061 -0.251
H 4.518 -1.091 -2.089 -0.113 -0.120 -0.088 0.276
C 7.038 -1.370 2.434 -0.019 -0.030 0.001 0.708
H 1.473 0.801 -1.095 0.110 0.125 0.154 0.331
C 1.010 0.973 3.368 -0.119 0.049 0.121 -0.804
H -2.067 6.169 4.802 -0.029 -0.007 0.028 0.276
O -2.289 8.721 3.057 0.027 -0.048 0.006 -0.224
H 0.192 0.661 5.305 -0.019 -0.071 -0.133 0.387
H -0.781 9.900 2.239 -0.021 0.023 0.007 0.313
O 5.823 -1.872 2.704 0.031 0.061 0.024 -0.354
H 2.532 -7.374 -7.121 -0.009 0.021 -0.006 0.292
H 2.179 -7.042 -8.832 -0.006 0.018 0.018 0.295
H -0.323 8.736 3.512 -0.018 -0.009 -0.002 0.185
C -2.090 5.099 4.605 -0.028 0.065 -0.091 -0.623
O -0.926 1.972 -5.976 0.004 0.014 0.011 -0.550
H -4.008 0.369 -7.286 0.015 -0.012 0.011 0.212
H 1.709 -1.439 4.096 -0.128 0.025 0.085 0.061
O -1.902 -5.323 -2.072 0.009 0.070 0.127 -0.582
O -2.039 -4.101 -3.964 -0.073 -0.003 0.016 -0.259
C 2.132 0.339 -0.350 0.118 -0.156 -0.040 -0.185
H -5.858 10.116 2.910 0.020 0.013 -0.011 0.299
N 1.534 -0.926 0.089 0.378 0.164 0.346 0.122
H 2.273 1.015 0.491 -0.137 -0.104 -0.108 0.203
H -2.200 -5.425 -7.712 0.038 0.003 0.003 0.305
```
Positions in Å, forces in eV/Å.


Formula: C27H57AlO3PS
Source: the Open Molecules 2025 dataset
Level of theory: the ωB97M-V functional and the def2-TZVPD basis

The charge is -1. The gap between HOMO and LUMO is 5.627 eV. The molecular weight is 519.77 g/mol. The largest force on an atom is 1.4 eV/Å. For the HOMO energy, the calculation gives -3.457 eV. The LUMO energy is 2.170 eV.

Structure (XYZ):
```
90
Properties=species:S:1:pos:R:3:forces:R:3:mulliken_charge:R:1
H -1.767 2.439 -2.330 -0.217 -0.111 -0.101 0.111
C -2.971 -0.948 -0.064 0.481 -0.426 -0.271 -0.907
C 4.669 -1.029 -1.351 -0.061 0.023 -0.149 -0.016
Al -2.374 0.287 1.429 -1.303 0.588 -0.166 -0.198
C -4.108 -0.491 3.743 -0.151 0.441 -0.516 -0.610
H -9.255 0.257 6.980 0.009 0.013 0.015 0.364
H 8.125 -0.047 1.131 0.028 -0.086 0.232 0.365
H 6.729 -1.092 1.399 -0.174 0.072 0.165 0.284
H -0.105 2.043 3.522 -0.105 0.152 -0.128 0.428
C 7.090 -0.544 -0.686 0.076 0.536 -0.050 -0.612
H 1.559 0.710 -3.514 0.066 0.038 0.021 -0.471
H 3.358 -2.173 -5.380 -0.158 0.026 -0.268 0.449
S -6.930 -0.189 7.344 0.004 0.030 0.010 0.399
H 2.421 -3.535 -3.800 -0.039 -0.095 0.010 0.414
H -0.035 0.981 -2.880 -0.089 0.033 0.248 -0.246
C 7.099 -0.248 0.823 0.286 -0.228 -0.443 -1.139
H 2.630 -0.516 1.847 -0.056 0.178 0.111 0.630
C -1.232 3.918 -0.843 0.372 -0.389 0.219 -0.904
H -0.434 3.137 0.937 0.378 -0.426 0.068 0.318
H -4.769 -0.349 4.599 -0.087 -0.255 -0.439 0.224
H -8.402 -1.949 8.035 0.009 0.010 0.015 0.364
C -3.956 0.391 2.736 0.232 -0.743 -0.100 -0.210
C 2.784 -1.619 -4.636 -0.263 -0.111 0.227 -0.961
C 1.770 -0.886 1.291 -0.193 -0.413 -0.542 -0.801
H 1.390 -0.085 0.657 -0.038 0.130 -0.003 -0.160
H 1.288 0.985 3.707 0.053 0.145 0.103 0.421
O -5.764 -0.172 6.432 -0.155 0.021 0.317 -0.557
H 1.721 -1.263 -2.194 0.249 0.010 -0.103 -0.307
H 4.819 -1.722 -0.522 0.073 -0.062 0.039 0.517
C -2.340 2.204 0.693 0.482 -0.658 0.022 -0.884
H -3.534 -1.417 3.712 0.307 0.165 0.426 0.078
C -0.224 -2.045 -2.496 0.670 -0.156 0.961 -1.504
H 5.482 -2.054 -3.026 -0.010 -0.283 -0.078 0.604
H -3.112 2.194 -0.090 -0.059 -0.007 -0.054 0.370
H 6.517 0.644 1.040 -0.124 0.009 0.118 0.293
H 2.151 -1.648 0.606 0.098 -0.088 -0.011 0.206
C 5.838 -0.033 -1.404 -0.175 -0.206 0.320 -0.956
H -8.193 1.423 6.152 0.056 0.001 0.016 0.315
H -7.597 -2.320 6.477 0.043 0.044 -0.021 0.297
C -1.017 2.726 0.113 -1.146 0.777 0.105 0.458
H -0.423 -0.649 -0.821 0.065 0.121 0.025 -0.820
C -7.467 -1.902 7.475 -0.099 -0.098 -0.008 -0.937
H 4.563 -0.480 -4.369 -0.027 0.212 -0.034 0.601
C 0.727 2.620 -3.927 0.211 -0.077 -0.964 0.347
C -2.096 -2.045 -0.708 -0.471 0.238 -0.440 -1.231
O 0.756 2.534 -5.138 -0.144 0.238 1.276 -0.600
H 0.229 -2.369 1.797 -0.273 0.099 -0.204 0.505
H -4.703 1.191 2.682 0.238 0.297 0.369 0.233
H -2.122 -2.939 -0.082 0.161 -0.010 0.138 0.263
C 1.846 -2.614 -3.933 0.579 -0.327 0.376 -1.311
H 3.740 -0.503 -1.124 -0.101 -0.009 0.037 -0.266
C 0.942 1.447 -3.011 0.019 0.055 -0.435 0.543
H 7.223 -1.612 -0.867 0.008 -0.082 -0.053 0.328
H 1.606 -2.950 -1.816 -0.085 -0.065 0.131 0.412
H -2.759 3.930 -2.338 -0.218 -0.349 -0.251 0.484
H -3.326 -0.302 -0.878 0.057 0.212 0.025 0.384
P -0.593 -0.281 2.879 0.092 -0.215 0.267 0.025
C -8.347 0.372 6.387 -0.133 -0.021 -0.041 -0.932
H 1.343 1.735 -2.046 -0.016 0.020 0.089 0.379
H 6.088 0.220 -2.434 -0.114 -0.045 -0.128 0.359
H 1.023 -2.907 -4.585 -0.079 0.204 -0.145 0.448
H -1.319 3.901 -4.328 0.101 -0.014 -0.111 0.398
C -0.924 4.162 -3.344 -0.653 0.084 -0.093 -1.019
C 0.686 -1.472 2.208 0.744 0.518 0.509 -1.037
H -2.571 -2.359 -1.648 -0.069 -0.099 -0.014 0.381
H -3.879 -1.452 0.280 -0.084 0.088 0.187 0.498
H -0.650 -3.024 -2.721 -0.326 0.129 -0.385 0.610
C -1.753 3.524 -2.239 0.586 0.643 0.428 -0.324
C 3.793 -0.907 -3.727 0.059 -0.313 -0.026 -0.439
H -1.945 4.590 -0.365 -0.051 0.053 0.064 0.351
H 1.223 -1.816 3.098 -0.091 -0.186 0.067 0.562
H 3.952 -2.720 -2.475 -0.151 -0.021 -0.123 0.340
H -8.414 -0.204 5.465 0.068 -0.005 0.002 0.302
C 0.465 1.255 3.040 0.249 -0.756 0.139 -1.241
H -1.002 5.242 -3.242 0.336 0.112 -0.012 0.394
H 7.954 -0.044 -1.128 0.089 -0.033 -0.035 0.393
H -2.698 2.892 1.464 -0.020 0.102 0.033 0.396
C 1.303 -2.206 -2.553 -0.434 0.440 -0.331 0.808
H -0.005 -2.324 -0.444 0.243 0.256 0.370 -0.191
H -6.694 -2.453 8.005 0.038 0.043 0.000 0.313
C -0.642 -1.690 -1.057 -0.206 -0.620 -0.201 1.850
O 0.466 3.802 -3.278 -0.111 -0.455 -0.153 -0.344
H 0.908 1.580 2.102 -0.122 0.275 -0.059 0.163
H 3.318 -0.070 -3.218 -0.003 0.018 0.038 0.195
H 5.522 0.895 -0.925 0.120 0.155 -0.037 0.451
C 4.482 -1.792 -2.670 0.323 0.376 0.281 -0.922
H -0.543 -1.274 -3.196 -0.235 -0.179 -0.295 0.194
H -0.483 1.917 -0.390 0.335 0.075 -0.023 -0.487
H -0.287 4.467 -0.897 0.028 0.063 -0.396 0.433
H 2.166 -0.880 -5.148 0.200 0.155 -0.186 0.293
```
Positions in Å, forces in eV/Å.


Formula: C27H57BrN5O7P
Source: the Open Molecules 2025 dataset
Level of theory: the ωB97M-V functional and the def2-TZVPD basis

The charge is 0. The gap between HOMO and LUMO is 8.621 eV. The molecular weight is 674.66 g/mol. The largest force on an atom is 0.6 eV/Å. For the HOMO energy, the calculation gives -8.059 eV. The LUMO energy is 0.563 eV.

Structure (XYZ):
```
98
Properties=species:S:1:pos:R:3:forces:R:3:mulliken_charge:R:1
H -7.791 -0.227 -3.348 -0.006 0.000 -0.011 0.233
H -1.691 -5.780 3.212 0.006 -0.018 0.004 0.330
H 1.309 0.433 -9.682 0.006 0.011 -0.020 0.336
C -0.274 -3.285 4.547 0.049 -0.059 -0.060 0.106
H -9.041 0.684 -2.502 -0.005 0.002 -0.011 0.300
C 1.051 2.375 1.149 0.157 -0.013 -0.116 -1.441
H 9.118 -0.958 0.786 0.010 0.004 -0.007 0.389
C 0.065 1.258 4.276 0.012 0.155 -0.140 0.387
H -1.823 2.539 0.413 0.069 -0.046 -0.103 0.335
H 0.216 0.171 4.281 0.119 0.169 0.121 0.069
H -0.750 -2.356 2.037 -0.014 -0.018 -0.024 0.076
O -2.409 -1.078 -1.571 -0.019 -0.015 0.007 -0.689
C 8.207 -2.581 -0.926 -0.005 0.039 0.082 -0.928
H -7.992 -2.617 -1.089 0.002 -0.017 0.017 0.337
P 2.931 0.001 3.033 -0.039 -0.332 0.437 -0.016
H 7.635 -3.346 -1.446 -0.006 -0.009 -0.009 0.289
H -4.222 -1.090 -3.626 -0.035 0.010 -0.014 0.310
O -6.596 1.351 -1.452 -0.039 0.012 -0.035 -0.602
H -0.144 -5.575 2.369 0.004 -0.019 0.004 0.337
C -0.993 1.648 5.329 -0.034 -0.209 0.117 -0.681
H -2.724 2.307 -4.073 0.014 0.013 -0.009 0.346
C -0.458 2.042 6.712 -0.143 0.126 -0.062 -1.228
H 0.438 1.537 1.478 -0.064 0.090 0.052 -0.015
C -4.140 -0.023 -3.413 0.113 -0.070 0.061 -1.057
H 8.702 -1.949 2.202 0.006 0.006 0.006 0.302
H 1.660 2.002 0.318 -0.095 -0.096 0.122 0.788
C -0.697 -5.334 3.280 -0.013 0.073 -0.028 -0.908
H -0.274 1.233 -9.698 0.005 0.012 -0.017 0.339
H -0.373 -0.925 -8.306 -0.003 -0.006 -0.011 0.386
H -6.466 0.070 0.121 -0.013 -0.011 0.004 0.291
C -1.441 -3.090 2.450 0.021 -0.003 0.053 -0.830
H 4.384 0.328 1.062 0.069 -0.088 0.053 0.353
N 0.520 0.878 -7.786 -0.031 -0.044 -0.098 0.129
H -2.286 -2.550 2.877 -0.007 0.004 -0.002 0.276
H -0.136 3.087 6.725 0.111 -0.157 -0.013 0.244
C 1.432 3.890 3.193 -0.119 0.465 0.140 -0.160
H -4.663 0.186 -2.483 -0.066 0.028 -0.023 0.288
H -9.250 -1.704 -0.235 0.000 -0.016 0.018 0.340
H 2.878 3.276 1.783 0.004 -0.022 0.108 0.539
O 1.220 3.390 4.434 -0.103 -0.049 -0.027 -0.401
C 4.526 0.223 2.143 -0.117 0.351 -0.199 -1.176
H -2.277 1.038 -5.228 0.021 0.022 -0.022 0.302
H 0.823 -0.687 2.008 0.121 -0.066 0.020 -0.207
H -1.139 1.516 -3.967 0.025 -0.013 -0.037 0.385
H 0.573 -0.979 -6.803 -0.005 -0.008 0.005 0.291
H 5.187 -0.617 2.362 -0.043 0.031 -0.105 0.299
C 2.437 1.755 3.314 0.098 0.408 -0.273 -0.358
H -4.603 0.547 -4.216 0.014 0.032 -0.006 0.413
C -0.107 -0.377 -7.406 0.036 0.049 0.029 -0.764
H -0.176 -5.775 4.127 0.007 -0.008 0.009 0.285
H -1.662 0.790 5.455 0.064 0.080 -0.117 0.474
H 4.980 1.152 2.499 0.136 -0.165 0.037 0.440
C 0.120 3.427 0.555 -0.238 -0.322 0.129 0.254
H 1.950 -0.106 0.759 -0.008 -0.063 0.047 0.374
C 1.870 -0.663 1.694 -0.012 -0.029 -0.263 -0.712
H -1.355 3.382 -1.066 0.053 -0.066 0.011 0.544
N 7.697 -2.431 0.420 0.050 0.034 -0.051 0.120
C -6.920 0.349 -0.844 0.076 0.047 0.080 0.141
C -8.515 -0.270 -2.534 0.042 0.020 0.038 -0.896
H 9.257 -2.881 -0.913 0.003 -0.009 -0.020 0.334
H 0.381 1.417 7.024 -0.089 -0.028 0.024 0.271
H 1.181 2.154 -9.290 0.005 0.013 -0.004 0.290
C 6.667 -3.165 0.884 -0.022 -0.013 -0.023 0.144
N -0.786 -3.902 3.464 -0.022 -0.025 -0.029 0.177
O 1.197 5.043 2.938 0.138 -0.555 0.007 -0.610
C 0.691 1.187 -9.190 -0.018 -0.059 0.073 -0.927
C 8.308 -1.459 1.312 -0.039 -0.036 0.002 -0.838
H 3.364 2.168 3.739 -0.040 -0.176 0.021 0.564
Br 1.159 4.636 -0.572 0.058 0.117 -0.015 -0.153
H 6.268 -3.872 0.138 0.009 -0.006 -0.002 0.289
H -0.956 0.127 -2.333 0.009 -0.019 -0.039 0.438
H -1.249 1.938 7.459 0.109 0.003 -0.058 0.434
C 2.017 2.813 2.270 -0.124 0.215 -0.078 0.706
N -7.849 -0.530 -1.270 -0.061 -0.076 -0.010 0.130
H 2.202 -1.688 1.500 -0.091 0.068 0.104 0.517
H 7.575 -0.719 1.633 0.010 0.011 -0.001 0.191
H 1.863 1.646 5.380 -0.056 0.372 0.067 0.650
H -9.228 -1.069 -2.728 -0.008 -0.010 0.000 0.385
C 0.941 1.710 -6.814 0.094 0.064 0.017 0.111
H -0.330 1.514 3.287 -0.050 -0.097 0.112 -0.369
C -0.984 2.750 -0.261 -0.051 0.027 0.376 -1.331
C 1.410 1.958 4.437 -0.054 -0.467 -0.160 -0.383
O 6.209 -3.070 2.006 -0.040 0.026 0.037 -0.584
H -1.610 2.462 4.940 0.072 0.011 0.061 0.313
C -1.999 -0.233 -2.349 0.081 -0.021 0.089 -0.028
O 0.816 1.498 -5.624 -0.045 -0.065 0.038 -0.576
H -1.794 -3.736 1.650 0.000 0.000 -0.015 0.422
O -0.325 -2.086 4.736 -0.036 0.127 0.032 -0.584
H -0.323 4.046 1.336 0.173 0.128 -0.211 0.529
C -8.194 -1.713 -0.511 -0.007 0.058 -0.077 -0.921
N -2.742 0.358 -3.298 0.003 0.029 -0.096 0.264
H 0.210 -3.978 5.255 -0.013 0.000 0.007 0.293
H 8.120 -1.645 -1.481 0.001 -0.008 -0.021 0.339
C -2.192 1.360 -4.188 -0.119 -0.001 0.087 -1.020
H -7.598 -1.745 0.399 0.008 -0.003 0.013 0.287
H -0.640 1.789 -0.649 0.016 0.157 -0.206 0.140
H 1.430 2.618 -7.204 -0.033 0.020 -0.005 0.286
H -1.006 -0.197 -6.817 -0.012 -0.010 0.003 0.113
```
Positions in Å, forces in eV/Å.